[1]
Computed, not measured: 3 unconnected molecules or ions with the total composition C2H6NO2P, with ωB97M-V/def2-TZVPD.

The value obtained for the total energy is -626.3195 Ha. The value obtained for the energy above the lowest of the compared OMol25 structures with the same formula, charge and spin is 63.3 kcal per mole. The frontier orbital gap is 8.95 eV. The largest force on an atom comes out at 0.07062 Eh/bohr. As for the highest occupied orbital energy: -8.20 eV.

XYZ file:
```
12
Properties=species:S:1:pos:R:3:lowdin_charge:R:1
C 1.24724 -0.13164 0.84677 -0.515
C -1.91391 0.35791 1.79614 -0.532
N 0.94336 -1.29442 1.48159 -0.007
O -2.12570 -0.06404 0.71130 0.014
O -0.77709 0.90623 2.13885 -0.374
P 0.43026 1.38571 0.91649 0.942
H 2.16787 -0.12289 0.24169 0.055
H -2.78304 0.25099 2.58249 0.166
H 1.30000 -2.15925 1.12647 0.078
H -1.89591 3.42754 -1.75577 0.020
H 0.27390 -1.43480 2.35228 0.162
H -1.73982 3.18995 -0.92680 -0.009
```

=====

[2]
Computed, not measured: 16 unconnected molecules or ions with the total composition C56H153N9O25, with ωB97M-V/def2-TZVPD.

The value obtained for the total energy is -4598.7504 Ha. The frontier orbital gap is 8.21 eV. The largest force on an atom comes out at 0.04856 Eh/bohr. As for the highest occupied orbital energy: -8.18 eV.

XYZ file:
```
243
Properties=species:S:1:pos:R:3:lowdin_charge:R:1
C -6.89326 11.18624 -2.80030 -0.119
O -7.14303 9.86584 -3.22101 -0.193
C -5.99424 9.08272 -3.46233 -0.236
C -5.39784 8.51420 -2.19021 -0.227
N -4.39404 7.48591 -2.48206 -0.049
C -3.87841 6.87261 -1.26234 -0.229
C -2.65872 6.06480 -1.55124 -0.236
O -1.63810 6.88766 -2.09042 -0.186
C -0.40321 6.23569 -2.08316 -0.118
H -6.54638 11.78955 -3.64825 0.089
H -6.25461 11.24364 -1.91065 0.082
H -7.83617 11.62781 -2.46551 0.087
H -5.27750 9.68830 -4.04698 0.125
H -6.26997 8.25038 -4.11180 0.124
H -6.24036 8.05698 -1.65571 0.128
H -5.01677 9.31844 -1.53681 0.115
H -3.59330 8.04717 -2.79326 0.112
H -4.61695 6.27140 -0.72834 0.122
H -3.55993 7.65332 -0.54276 0.124
H -2.83587 5.22475 -2.23297 0.135
H -2.25970 5.63404 -0.62246 0.108
H 0.37849 7.01168 -2.07925 0.090
H -0.19440 5.72176 -3.02754 0.073
H -0.21116 5.66414 -1.17186 0.086
C 5.63462 -5.46114 -1.03843 -0.072
O 5.78773 -4.44017 -0.04941 -0.224
C 6.77479 -4.73562 0.88741 -0.265
C 6.91127 -3.65141 1.91018 -0.190
N 5.84484 -3.74694 2.93929 -0.036
C 6.00890 -2.72307 3.97823 -0.205
C 5.60172 -1.33360 3.52887 -0.238
O 4.33035 -1.28675 2.95954 -0.219
C 3.27683 -1.22943 3.88837 -0.097
H 4.95234 -5.07801 -1.80229 0.087
H 5.16900 -6.36904 -0.64315 0.077
H 6.62114 -5.60935 -1.50112 0.087
H 7.73144 -4.84909 0.34464 0.104
H 6.65194 -5.76231 1.26300 0.129
H 6.87384 -2.67841 1.40183 0.117
H 7.86795 -3.84168 2.40378 0.124
H 4.99776 -3.47223 2.43021 0.089
H 7.02983 -2.70748 4.36663 0.120
H 5.39179 -3.03160 4.82836 0.107
H 6.29406 -0.92163 2.78669 0.119
H 5.71974 -0.59496 4.34126 0.126
H 2.31497 -1.28763 3.38404 0.057
H 3.26483 -0.25303 4.39808 0.083
H 3.35190 -2.00463 4.65990 0.093
C -5.13805 0.57939 1.59668 -0.074
O -6.00956 -0.53539 1.29613 -0.193
C -7.05498 -0.08009 0.49613 -0.263
C -8.18692 -1.07121 0.51881 -0.207
N -9.47853 -0.57839 0.00046 -0.037
C -9.40632 -0.33843 -1.42929 -0.239
C -10.78827 -0.16609 -2.02483 -0.207
O -11.50125 -1.36617 -1.67117 -0.216
C -12.88495 -1.23284 -1.64327 -0.128
H -5.00123 1.17431 0.68717 0.101
H -4.19359 0.16165 1.93116 0.056
H -5.63560 1.18147 2.36361 0.084
H -6.73015 0.16485 -0.52411 0.121
H -7.52764 0.82923 0.91338 0.135
H -8.41049 -1.39576 1.54589 0.129
H -7.87859 -2.05226 0.10640 0.102
H -10.07703 -1.40236 0.05340 0.106
H -9.02255 -1.20600 -2.00329 0.122
H -8.80272 0.50655 -1.77149 0.120
H -10.76987 -0.12081 -3.12255 0.125
H -11.30663 0.71590 -1.62599 0.121
H -13.20434 -0.34480 -1.09378 0.088
H -13.25030 -2.10454 -1.10137 0.087
H -13.29885 -1.26107 -2.65460 0.087
C -6.15206 -3.44528 -1.57767 -0.105
O -5.08743 -3.50216 -0.65061 -0.187
C -4.08367 -2.53939 -0.75423 -0.245
C -3.04559 -2.78545 0.32556 -0.182
N -3.65691 -2.67051 1.65773 -0.027
C -2.64250 -2.62878 2.70737 -0.198
C -1.57480 -1.53818 2.73153 -0.206
O -0.69105 -1.70413 3.81440 -0.243
C 0.06506 -2.88879 3.81568 -0.092
H -5.95678 -4.10194 -2.43619 0.086
H -6.26349 -2.44241 -2.01635 0.084
H -7.02206 -3.74556 -1.00322 0.078
H -4.55037 -1.54606 -0.60554 0.114
H -3.64696 -2.53450 -1.76360 0.125
H -2.20472 -2.10342 0.22209 0.088
H -2.90420 -3.86104 0.14138 0.123
H -4.25140 -1.84682 1.72603 0.073
H -2.13503 -3.60431 2.61618 0.115
H -3.17413 -2.68378 3.65922 0.115
H -2.09860 -0.58082 2.75163 0.099
H -0.94852 -1.56987 1.82758 0.110
H -0.47877 -3.67497 4.34176 0.094
H 0.93010 -2.67683 4.45168 0.080
H 0.45742 -3.12980 2.82404 0.097
C 3.77108 -2.13245 -3.71362 -0.089
O 2.93581 -1.30069 -4.51285 -0.191
C 3.28235 -1.35838 -5.89820 -0.223
C 2.38420 -0.41279 -6.63205 -0.213
N 2.68392 0.96313 -6.22675 -0.062
C 2.09367 1.94703 -7.14542 -0.211
C 2.54942 3.36084 -6.87412 -0.210
O 1.81942 3.83634 -5.75438 -0.242
C 2.00969 5.20631 -5.42799 -0.085
H 3.66595 -1.78404 -2.67918 0.074
H 4.82035 -2.00776 -3.98840 0.070
H 3.42514 -3.17358 -3.66501 0.087
H 3.23677 -2.38395 -6.29028 0.122
H 4.31935 -0.99647 -5.93899 0.114
H 1.31147 -0.56793 -6.41340 0.129
H 2.44854 -0.51724 -7.71835 0.116
H 2.30587 1.15944 -5.30083 0.067
H 0.99601 1.87732 -7.13587 0.130
H 2.48515 1.63418 -8.11962 0.117
H 2.31098 3.94791 -7.77174 0.122
H 3.60789 3.42137 -6.60852 0.127
H 1.99667 5.73945 -6.39734 0.089
H 2.93089 5.42393 -4.88162 0.090
H 1.11974 5.61395 -4.94892 0.071
C 2.05384 -6.45466 -5.12887 -0.101
O 1.64669 -6.11728 -3.81957 -0.224
C 0.35507 -5.56224 -3.81151 -0.224
C -0.25106 -5.65666 -2.41541 -0.207
N 0.74486 -5.43042 -1.36631 -0.054
C 0.35934 -6.10420 -0.12519 -0.193
C 1.38964 -5.88858 0.96715 -0.237
O 2.42353 -6.76032 0.62169 -0.192
C 3.54897 -6.68214 1.47317 -0.106
H 3.09441 -6.74999 -5.08439 0.087
H 1.83191 -5.57993 -5.74786 0.087
H 1.47056 -7.30104 -5.51338 0.089
H -0.27199 -6.11960 -4.51024 0.122
H 0.49458 -4.50689 -4.07066 0.126
H -0.82179 -6.58308 -2.24012 0.117
H -0.99326 -4.84906 -2.42409 0.111
H 1.62184 -5.79706 -1.72756 0.093
H 0.44213 -7.18487 -0.31662 0.127
H -0.64656 -5.74504 0.07673 0.116
H 0.94640 -6.16931 1.92911 0.125
H 1.76709 -4.86325 0.97685 0.104
H 4.07854 -5.72307 1.40157 0.067
H 4.21738 -7.52421 1.31211 0.090
H 3.23540 -6.75539 2.52921 0.094
C 6.51191 0.06090 -3.56328 -0.116
O 6.90428 -1.24669 -3.23689 -0.221
C 7.31314 -1.43917 -1.89160 -0.203
C 8.82887 -1.23112 -1.82694 -0.190
N 9.55531 -2.24266 -2.56947 -0.040
C 9.55956 -3.53336 -1.94859 -0.231
C 10.45039 -3.66735 -0.75050 -0.272
O 11.77363 -3.45391 -1.13744 -0.172
C 12.63217 -3.72959 -0.04611 -0.108
H 6.40377 0.04946 -4.65368 0.093
H 7.27242 0.85268 -3.45143 0.090
H 5.57432 0.30349 -3.05054 0.080
H 7.04977 -2.46935 -1.62699 0.106
H 6.68596 -0.82999 -1.22634 0.120
H 9.17859 -1.21043 -0.78996 0.114
H 9.02108 -0.23935 -2.24494 0.112
H 9.06308 -2.31038 -3.45686 0.112
H 9.97670 -4.19679 -2.71562 0.131
H 8.59610 -4.02583 -1.74320 0.097
H 10.35719 -4.72675 -0.45399 0.123
H 10.15216 -3.07134 0.12078 0.117
H 12.39770 -3.02887 0.77152 0.089
H 13.64079 -3.42421 -0.32352 0.088
H 12.55340 -4.77335 0.25751 0.088
C -2.76223 -1.78685 6.31705 -0.126
O -3.44386 -0.88787 5.47743 -0.177
C -2.75781 0.36696 5.44349 -0.208
C -3.52101 1.40539 4.64248 -0.219
N -4.72305 1.81584 5.33201 -0.048
C -5.33482 3.06325 4.86049 -0.196
C -6.30121 3.56540 5.91952 -0.248
O -7.26783 2.62592 6.20601 -0.164
C -7.09675 1.97501 7.42901 -0.125
H -2.60278 -1.28252 7.28108 0.090
H -1.84067 -2.23923 5.94485 0.072
H -3.38285 -2.65289 6.57924 0.090
H -1.73929 0.24456 5.04496 0.108
H -2.67511 0.79704 6.45627 0.126
H -3.71262 1.07609 3.60939 0.072
H -2.87171 2.28722 4.61195 0.123
H -5.42779 1.09731 5.41479 0.109
H -5.79363 2.88312 3.87361 0.107
H -4.53911 3.79546 4.69327 0.103
H -6.75031 4.47293 5.49922 0.124
H -5.68778 3.90541 6.75733 0.127
H -6.15247 1.41967 7.47411 0.078
H -7.90129 1.24645 7.52270 0.088
H -7.12358 2.63188 8.30658 0.089
C 3.27811 -2.42606 -0.06278 -0.104
O 2.56395 -1.24737 -0.35986 -0.195
C 2.92125 -0.14862 0.43082 -0.216
C 1.93617 0.93100 0.15028 -0.203
N 0.64356 0.72090 0.79177 -0.059
C -0.19660 1.85666 0.50556 -0.198
C -1.56800 1.79419 1.14571 -0.267
O -2.32991 2.84181 0.69484 -0.173
C -3.07428 3.49817 1.71978 -0.071
H 3.19443 -3.28984 -0.71494 0.078
H 3.10552 -2.81465 0.95936 0.080
H 4.34681 -2.12546 -0.05183 0.085
H 3.90092 0.22938 0.08951 0.133
H 3.00462 -0.42527 1.48566 0.099
H 1.90380 0.83669 -0.94897 0.117
H 2.20163 1.95701 0.40276 0.115
H 0.28401 -0.14736 0.40916 0.076
H -0.40918 1.92992 -0.57921 0.132
H 0.26145 2.83114 0.70586 0.125
H -1.47617 1.65032 2.23326 0.113
H -1.99672 0.81965 0.85098 0.116
H -3.76166 2.81269 2.22033 0.056
H -3.70803 4.25063 1.24838 0.088
H -2.31766 3.97706 2.34568 0.084
O -3.82376 6.31883 4.04911 -0.072
H -3.76147 7.27835 3.98544 0.035
H -3.11110 5.99226 3.47995 -0.014
O 3.34270 2.39941 -2.53537 -0.046
H 4.00290 2.22316 -3.22469 0.057
H 3.80735 2.95197 -1.89236 0.065
O -1.03169 6.11093 3.41042 -0.050
H -0.65990 6.49539 2.60459 0.056
H -0.26017 5.81958 3.91813 0.045
O 0.99912 1.91997 -3.92183 -0.085
H 0.83153 2.75669 -4.39091 0.026
H 1.67293 2.14409 -3.24566 -0.001
O 0.83149 0.72189 3.61179 -0.106
H 0.88405 0.85949 2.61754 0.016
H 0.36801 -0.13822 3.71042 0.005
O -0.24792 -1.27862 -1.14096 -0.053
H 0.51051 -1.89605 -1.16969 0.052
H -0.31585 -0.92607 -2.04115 0.066
C 3.47895 2.71752 4.75854 -0.091
C 2.99068 3.26233 3.42783 -0.331
O 1.91867 4.16353 3.59743 -0.081
H 2.74829 2.04198 5.21136 0.062
H 3.67297 3.53649 5.45183 0.076
H 4.38791 2.12221 4.62748 0.068
H 2.75051 2.41579 2.77385 0.088
H 3.83066 3.78809 2.96921 0.112
H 1.19077 3.67501 4.00585 0.082
```